# C8H18ClIO2PSV

A molecular structure, C8H18ClIO2PSV in a non-equilibrium geometry (ωB97M-V/def2-TZVPD, the Open Molecules 2025 dataset).

```
! RIJCOSX wB97M-V def2-TZVPD def2/J DEFGRID3
* xyz 2 3
C 1.628 -4.442 -0.146
C 2.317 -3.226 -0.513
H 2.384 -5.241 -0.010
H 0.921 -4.777 -0.920
H 1.057 -4.255 0.786
O 3.295 -2.930 -1.115
I -1.509 -2.261 2.569
V -0.426 -1.801 0.345
P 0.087 -0.951 -1.953
C 1.393 0.296 -2.134
C 0.578 -2.335 -3.031
H -2.154 -0.865 -2.840
H -0.964 -0.269 -4.029
H -1.476 0.760 -2.648
C -1.253 -0.260 -2.968
H -0.244 -3.059 -3.081
H 0.814 -1.958 -4.036
H 1.861 0.246 -3.124
H 2.159 0.147 -1.372
H 1.447 -2.859 -2.629
H 0.954 1.284 -1.966
C 1.549 -1.753 0.573
O 2.393 -1.223 1.239
Cl -1.889 -3.107 -0.824
C -2.397 1.189 -0.005
S -0.876 0.665 0.812
C -1.235 1.177 2.521
H -2.095 1.762 -0.885
H -2.948 1.833 0.683
H -2.984 0.303 -0.267
H -0.415 1.810 2.851
H -2.145 1.769 2.541
H -1.310 0.278 3.134
*
```

DFT total energy: -2906.87205 Ha
relative energy (zero: lowest compared OMol25 entry of this formula, charge and spin): 0.0 kJ/mol
frontier orbital gap (alpha / beta): 6.17 / 6.69 eV
E_HOMO (alpha / beta): -0.6052 / -0.6134 Eh
LUMO energy (alpha / beta): -10.29 / -10.00 eV